## A
DFT (ωB97M-V/def2-TZVPD) results for a 3-piece molecular cluster, C3H11NO2S overall.

```
! RIJCOSX wB97M-V def2-TZVPD def2/J DEFGRID3
* xyz 0 1
C 0.971 0.834 0.517
O 1.907 1.254 -0.250
C 0.645 -0.695 0.192
C -0.161 -0.695 -1.098
S -1.803 -0.110 -0.792
N 1.891 -1.460 0.006
H -0.124 1.204 0.350
H 1.113 1.009 1.604
H 2.511 -0.878 -0.535
H -0.012 -1.304 0.860
H 0.471 -0.092 -1.783
H -0.146 -1.736 -1.378
H 0.452 2.278 -2.031
H 2.229 -1.755 0.909
H 0.037 2.752 -2.418
H -1.785 0.438 1.298
H -2.123 0.485 2.829
O -1.396 0.481 2.201
*
```

Results
HOMO energy: -9.2 eV
Frontier orbital gap: 5.3713 eV

Mulliken analysis output, partial charges in e: -0.119 -0.495 -0.046 -0.547 -0.140 -0.686 0.123 0.386 0.264 0.418 0.291 0.414 -0.233 0.260 0.201 0.182 0.283 -0.557

## B
DFT (ωB97M-V/def2-TZVPD) results for a 2-piece molecular cluster, C3H11NO2S overall.

```
! RIJCOSX wB97M-V def2-TZVPD def2/J DEFGRID3
* xyz 0 1
C -0.136 -0.595 0.053
C -1.000 -1.587 -0.705
S -0.549 -1.520 -2.476
N -0.540 -0.478 1.428
C 0.137 0.051 2.591
O 1.471 0.400 2.339
H 0.916 -0.872 -0.073
H -0.213 0.373 -0.452
H -2.059 -1.428 -0.513
H -0.775 -2.602 -0.377
H -1.316 -0.470 -2.811
H -1.412 -0.880 1.719
H -0.373 0.958 2.933
H 0.154 -0.686 3.396
H 1.628 1.107 1.687
H 1.323 2.021 -3.143
H 1.304 3.488 -3.070
O 1.439 2.720 -2.526
*
```

Results
HOMO energy: -8.2 eV
SMILES string: OCNCCS.O
Frontier orbital gap: 8.8067 eV

Mulliken analysis output, partial charges in e: -0.358 -0.787 -0.231 -0.192 -0.315 -0.540 0.312 0.235 0.397 0.349 0.116 0.173 0.262 0.256 0.321 0.308 0.309 -0.616

Going by the energies, B is most stable and the next is 0.1797 hartree up.

## A
DFT (ωB97M-V/def2-TZVPD) results for a 2-piece molecular cluster, C2H3OP overall.

```
! RIJCOSX wB97M-V def2-TZVPD def2/J DEFGRID3
* xyz 0 1
C -0.824 0.037 -1.286
C 0.064 -0.108 -0.355
O 1.789 0.131 2.638
P 0.417 0.670 2.653
H -0.610 -0.395 -2.288
H 0.945 -0.596 -0.285
H -1.781 0.261 -1.075
*
```

Results
HOMO energy (spin up / spin down): -8.7 / -7.7 eV
Frontier orbital gap (spin up / spin down): 7.8412 / 6.5031 eV

Mulliken analysis output, partial charges in e: -0.424 -0.448 -0.339 0.400 0.235 0.320 0.256

## B
DFT (ωB97M-V/def2-TZVPD) results for one molecule with the formula C2H3OP.

```
! RIJCOSX wB97M-V def2-TZVPD def2/J DEFGRID3
* xyz 0 1
C 0.083 -0.385 -0.316
C 0.439 0.778 0.168
O 2.425 2.948 -0.864
P 2.168 1.532 -1.014
H -0.745 -0.863 -0.013
H 0.457 -0.746 -1.284
H 0.142 1.302 1.100
*
```

Results
HOMO energy: -9.0 eV
SMILES string: C=CP=O
Frontier orbital gap: 8.1444 eV

Mulliken analysis output, partial charges in e: -0.471 -0.391 -0.369 0.427 0.313 0.185 0.307

## C
DFT (ωB97M-V/def2-TZVPD) results for one molecule with the formula C2H3OP.

```
! RIJCOSX wB97M-V def2-TZVPD def2/J DEFGRID3
* xyz 0 1
C -0.836 -0.006 -0.013
C 0.536 -0.385 -0.341
O -2.105 -0.499 0.041
P 0.277 1.429 0.004
H 0.831 -1.216 0.296
H 0.665 -0.502 -1.402
H 0.631 1.180 1.414
*
```

Results
HOMO energy: -9.4 eV
SMILES string: O=C1CP1
Frontier orbital gap: 9.1771 eV

Mulliken analysis output, partial charges in e: 0.446 -0.526 -0.517 -0.042 0.293 0.276 0.069

Going by the energies, B is most stable and the next is 0.0365 hartree up.

## A
DFT (ωB97M-V/def2-TZVPD) results for one molecule with the formula CH6NPS.

```
! RIJCOSX wB97M-V def2-TZVPD def2/J DEFGRID3
* xyz 0 1
C -0.024 -0.958 0.757
N -1.177 1.321 -0.619
P 1.587 -0.745 -0.025
S -1.152 0.751 1.035
H 0.227 -1.373 1.662
H 1.151 -1.175 -1.157
H -0.231 1.003 -0.766
H -1.592 2.167 -0.950
H 1.936 0.596 -0.356
H -0.727 -1.588 0.419
*
```

Results
HOMO energy: -7.9 eV
SMILES string: NSCP
Frontier orbital gap: 8.6357 eV

Mulliken analysis output, partial charges in e: -0.847 -0.431 -0.064 -0.026 0.376 0.032 0.177 0.232 0.057 0.494

## B
DFT (ωB97M-V/def2-TZVPD) results for a 2-piece molecular cluster, CH6NPS overall.

```
! RIJCOSX wB97M-V def2-TZVPD def2/J DEFGRID3
* xyz 0 1
C 0.977 -0.960 -0.340
N 0.012 1.562 -0.542
P -0.276 0.251 0.255
S -2.161 -0.693 -0.259
H 1.142 -0.763 -1.398
H 1.900 -0.794 0.212
H 0.628 -1.977 -0.180
H -0.630 2.335 -0.465
H 1.007 0.666 3.645
H -2.599 0.373 -0.927
*
```

Results
HOMO energy (spin up / spin down): -9.4 / -8.1 eV
Frontier orbital gap (spin up / spin down): 8.1394 / 8.5941 eV

Mulliken analysis output, partial charges in e: -0.827 -0.540 0.382 -0.317 0.284 0.289 0.333 0.242 0.009 0.146

Going by the energies, A is most stable and the next is 0.0156 hartree up.

## A
DFT (ωB97M-V/def2-TZVPD) results for a 2-piece molecular cluster, C3H3O4 overall.

```
! RIJCOSX wB97M-V def2-TZVPD def2/J DEFGRID3
* xyz -1 1
C 1.177 0.792 -1.960
C 1.672 -1.551 -0.937
C 1.552 -0.431 -1.663
O 0.903 1.952 -1.778
O 1.122 -0.089 -3.050
O 1.917 -1.452 0.277
O 0.294 1.441 1.098
H 1.723 -2.547 -1.353
H 1.100 0.910 1.528
H 0.555 1.470 0.157
*
```

Results
HOMO energy: -3.3 eV
Frontier orbital gap: 7.4322 eV

Mulliken analysis output, partial charges in e: 0.738 -0.247 0.045 -0.670 -0.522 -0.641 -0.693 0.335 0.322 0.334

## B
DFT (ωB97M-V/def2-TZVPD) results for an isolated ion of composition C3H3O4 and charge -1.

```
! RIJCOSX wB97M-V def2-TZVPD def2/J DEFGRID3
* xyz -1 1
C 1.494 -2.034 0.734
C 0.025 -1.348 0.787
C -0.047 -0.030 0.034
O 1.608 -3.173 0.270
O 2.345 -1.201 1.073
O -0.836 -1.519 1.902
O -1.154 -2.197 0.711
H -0.918 0.454 0.487
H 0.000 -0.307 -0.944
H 0.853 0.365 0.213
*
```

Results
HOMO energy: -4.5 eV
SMILES string: CC1(C(=O)[O-])OO1
Frontier orbital gap: 8.6786 eV

Mulliken analysis output, partial charges in e: 0.333 1.008 -1.285 -0.681 -0.693 -0.368 -0.342 0.353 0.329 0.346

Going by the energies, A is most stable and the next is 0.0341 hartree up.

## A
DFT (ωB97M-V/def2-TZVPD) results for C39H26Br2F7N4O3S2TeTi as an isolated structure.

```
! RIJCOSX wB97M-V def2-TZVPD def2/J DEFGRID3
* xyz 1 1
Ti -0.118 0.146 -0.073
Br 1.614 -3.613 -2.892
C -0.205 -3.161 -2.919
C -1.078 -3.872 -3.765
C -2.391 -3.537 -3.830
Br -3.536 -4.537 -4.947
C -2.891 -2.438 -3.090
C -4.224 -1.974 -3.141
C -4.572 -0.845 -2.462
C -3.590 -0.173 -1.713
N -2.361 -0.605 -1.584
C -1.997 -1.727 -2.262
C -0.639 -2.128 -2.128
O 0.141 -1.443 -1.264
H -0.685 -4.687 -4.357
H -4.953 -2.507 -3.739
H -5.584 -0.462 -2.496
H -3.833 0.750 -1.197
F 2.341 3.557 3.453
C 1.866 3.367 2.212
C 1.168 2.207 1.945
C 0.598 2.007 0.699
C 0.785 2.984 -0.291
C 1.579 4.091 0.002
F 1.892 4.984 -0.951
C 2.109 4.321 1.253
C 0.223 2.716 -1.624
C 0.093 3.674 -2.625
C -0.317 3.298 -3.889
C -0.587 1.961 -4.139
C -0.514 1.078 -3.090
N -0.158 1.430 -1.845
H 1.112 1.470 2.737
H 2.714 5.195 1.452
H 0.324 4.706 -2.422
H -0.405 4.041 -4.672
H -0.851 1.602 -5.124
H -0.722 0.039 -3.269
F 3.678 0.156 -1.595
Te 2.504 -1.235 -1.164
F 3.821 -2.242 -1.984
F 1.898 -0.649 -2.824
F 3.749 -1.349 0.263
F 1.959 -2.703 -0.146
O 1.666 0.067 -0.090
N 2.069 -0.833 2.536
C 1.034 -1.653 2.292
N -0.047 -1.341 1.588
C -0.939 -2.449 1.584
C -2.191 -2.504 0.990
C -2.932 -3.673 1.050
C -2.447 -4.794 1.719
C -1.222 -4.741 2.359
C -0.491 -3.563 2.289
S 1.048 -3.226 3.015
H 2.267 -0.135 1.833
H 2.900 -1.268 2.905
H -2.589 -1.638 0.495
H -3.906 -3.706 0.576
H -3.031 -5.705 1.746
H -0.838 -5.596 2.902
O -1.745 0.750 0.807
S -3.022 1.392 1.343
C -2.565 2.482 2.660
C -3.342 3.623 2.800
C -3.061 4.501 3.836
C -2.007 4.239 4.701
C -1.237 3.090 4.546
C -1.521 2.198 3.528
C -3.835 0.095 2.234
C -5.155 -0.144 1.876
C -5.837 -1.195 2.475
C -5.194 -1.989 3.413
C -3.874 -1.727 3.774
C -3.186 -0.683 3.186
H -4.155 3.825 2.109
H -3.658 5.395 3.960
H -1.778 4.938 5.494
H -0.410 2.890 5.216
H -0.932 1.302 3.400
H -5.639 0.483 1.134
H -6.867 -1.395 2.206
H -5.723 -2.817 3.867
H -3.381 -2.338 4.519
H -2.155 -0.495 3.457
*
```

Results
HOMO energy: -10.9 eV
Frontier orbital gap: 7.2174 eV

Mulliken analysis output, partial charges in e: -1.141 -0.115 0.421 -0.366 -0.119 -0.191 0.707 -1.097 -1.297 -0.452 0.754 -0.405 -0.235 0.668 0.492 0.382 0.501 0.610 -0.367 -0.189 -1.239 2.153 -0.460 0.815 -0.356 -1.052 0.225 -1.376 -0.585 -1.321 -0.100 1.395 0.899 0.582 0.586 0.468 0.552 0.558 -0.403 1.340 -0.259 -0.419 -0.406 -0.386 -0.294 -0.166 -0.231 1.805 -1.269 1.063 -1.108 -0.939 -0.539 1.116 -0.331 0.100 0.309 -0.385 0.600 0.466 0.464 0.140 0.057 0.900 -0.481 -0.801 -0.616 -0.882 -0.015 1.065 -0.540 -0.865 -0.616 -0.843 0.372 0.472 0.434 0.441 0.480 -0.068 0.414 0.442 0.460 0.459 0.160

## B
DFT (ωB97M-V/def2-TZVPD) results for C39H26Br2F7N4O3S2TeTi as an isolated structure.

```
! RIJCOSX wB97M-V def2-TZVPD def2/J DEFGRID3
* xyz 1 1
Ti 0.517 0.374 -0.973
Br -2.685 3.863 -3.823
C -2.908 2.024 -3.548
C -3.996 1.387 -4.180
C -4.236 0.061 -3.984
Br -5.714 -0.740 -4.840
C -3.410 -0.699 -3.117
C -3.624 -2.051 -2.788
C -2.805 -2.664 -1.881
C -1.757 -1.931 -1.312
N -1.495 -0.679 -1.625
C -2.308 -0.049 -2.517
C -2.029 1.321 -2.762
O -0.968 1.852 -2.139
H -4.646 1.970 -4.816
H -4.449 -2.582 -3.243
H -2.951 -3.694 -1.590
H -1.112 -2.391 -0.575
F 5.697 -0.990 0.224
C 4.694 -0.114 0.374
C 3.490 -0.370 -0.260
C 2.437 0.517 -0.096
C 2.643 1.702 0.632
C 3.865 1.892 1.269
F 4.067 2.978 2.039
C 4.908 0.996 1.164
C 1.522 2.644 0.706
C 1.587 3.956 1.167
C 0.414 4.671 1.300
C -0.802 4.076 0.980
C -0.780 2.818 0.429
N 0.358 2.127 0.268
H 3.417 -1.255 -0.876
H 5.851 1.170 1.661
H 2.539 4.394 1.417
H 0.442 5.693 1.654
H -1.739 4.600 1.094
H -1.683 2.344 0.070
F 2.337 3.301 -2.295
Te 0.816 2.718 -3.240
F -0.184 1.815 -4.565
F 0.099 3.958 -2.000
F 2.169 2.231 -4.453
F 0.672 4.213 -4.320
O 1.290 1.002 -2.441
N 0.548 -1.148 -4.075
C 0.867 -2.010 -3.106
N 1.146 -1.703 -1.849
C 1.434 -2.879 -1.131
C 1.920 -2.956 0.168
C 2.141 -4.196 0.743
C 1.902 -5.371 0.036
C 1.468 -5.315 -1.277
C 1.250 -4.068 -1.842
S 0.805 -3.709 -3.483
H 0.787 -0.172 -3.975
H 0.432 -1.493 -5.013
H 2.175 -2.056 0.702
H 2.527 -4.249 1.753
H 2.087 -6.330 0.499
H 1.317 -6.218 -1.852
O -0.243 -0.469 0.739
S -0.056 -1.106 2.121
C -1.720 -1.374 2.661
C -1.922 -2.345 3.630
C -3.213 -2.578 4.082
C -4.273 -1.856 3.553
C -4.056 -0.902 2.565
C -2.772 -0.654 2.110
C 0.528 0.205 3.151
C 1.824 0.054 3.625
C 2.401 1.088 4.351
C 1.681 2.248 4.583
C 0.378 2.383 4.110
C -0.210 1.358 3.394
H -1.088 -2.912 4.025
H -3.390 -3.331 4.838
H -5.278 -2.045 3.903
H -4.890 -0.354 2.148
H -2.585 0.062 1.320
H 2.383 -0.850 3.411
H 3.412 0.987 4.723
H 2.135 3.059 5.137
H -0.177 3.291 4.302
H -1.225 1.451 3.030
*
```

Results
HOMO energy: -10.7 eV
Frontier orbital gap: 6.7533 eV

Mulliken analysis output, partial charges in e: -1.479 -0.134 0.421 -0.261 -0.119 -0.195 1.558 -1.144 -1.689 -0.596 1.076 -0.930 -0.811 0.243 0.465 0.400 0.600 0.628 -0.366 0.075 -0.688 0.979 -0.021 0.721 -0.385 -1.117 0.612 -0.801 -1.109 -1.115 -0.667 2.255 0.892 0.582 0.681 0.486 0.623 0.146 -0.405 1.463 -0.453 -0.399 -0.393 -0.259 0.161 -0.057 0.068 1.376 -1.101 0.872 -1.263 -0.823 -0.471 0.821 -0.350 -0.158 0.291 0.351 0.486 0.430 0.451 0.137 0.248 0.608 -0.539 -0.756 -0.514 -1.150 0.188 0.791 -0.428 -0.792 -0.558 -0.639 -0.368 0.517 0.424 0.427 0.477 0.298 0.449 0.457 0.433 0.487 0.348

Going by the energies, B is most stable and the next is 0.0298 hartree up.

## A
DFT (ωB97M-V/def2-TZVPD) results for a 9-piece molecular cluster, C5H28N2O9 overall.

```
! RIJCOSX wB97M-V def2-TZVPD def2/J DEFGRID3
* xyz 0 1
N -2.226 -0.432 2.376
C -1.480 -0.446 1.155
C -0.340 0.643 1.128
N 0.381 1.013 0.072
C 0.120 0.442 -1.266
C -0.722 1.270 -2.259
C 0.052 2.450 -2.777
O -0.121 1.153 2.236
H -1.768 -0.829 3.180
H -2.509 0.510 2.581
H -2.184 -0.268 0.347
H -1.082 -1.453 1.013
H 1.260 1.485 0.208
H -0.355 -0.540 -1.196
H 1.110 0.524 -1.718
H -0.870 0.573 -3.094
H -1.733 1.600 -2.004
H 0.057 3.322 -2.119
H 1.094 2.267 -3.030
H -0.256 2.890 -3.744
H 4.123 1.164 -0.307
H 2.993 1.126 -1.262
O 3.220 0.800 -0.374
H 0.856 -4.065 0.476
H 0.936 -2.541 0.079
O 0.331 -3.315 0.155
H 2.075 -0.912 -0.283
H 3.124 -1.914 -0.658
O 2.162 -1.818 -0.584
H -0.792 -3.064 -1.537
H -0.416 -2.440 -2.807
O -1.202 -2.615 -2.280
H 2.143 -0.470 3.624
H 1.449 0.552 2.752
O 2.328 0.132 2.905
H -3.910 -2.233 -0.751
H -3.508 -1.125 -1.765
O -4.245 -1.536 -1.317
H 3.681 1.830 2.576
H 4.150 2.679 1.336
O 4.423 2.240 2.128
H -3.132 0.718 -0.465
H -4.589 0.507 -0.876
O -3.898 1.195 -0.803
*
```

Results
HOMO energy: -9.6 eV
SMILES string: CCCNC(=O)CN.O.O.O.O.O.O.O.O
Frontier orbital gap: 9.3340 eV

Mulliken analysis output, partial charges in e: -0.705 0.644 0.621 0.274 -0.645 -0.379 -1.421 -0.859 0.239 0.255 -0.299 0.103 0.318 0.330 0.357 0.297 0.246 0.325 0.313 0.393 0.272 0.304 -0.588 0.273 0.401 -0.693 0.336 0.299 -0.610 0.319 0.285 -0.618 0.263 0.401 -0.669 0.304 0.341 -0.663 0.341 0.282 -0.634 0.012 0.382 -0.750

## B
DFT (ωB97M-V/def2-TZVPD) results for a 9-piece molecular cluster, C5H28N2O9 overall.

```
! RIJCOSX wB97M-V def2-TZVPD def2/J DEFGRID3
* xyz 0 1
C 0.776 0.090 -1.927
N -0.584 0.425 -1.498
C -1.344 1.284 -2.361
C -2.051 2.376 -1.569
C -1.189 3.603 -1.254
O -0.993 4.010 -0.145
C 1.713 1.262 -2.199
N 1.847 1.892 -0.838
H 0.747 -0.691 -2.724
H 1.187 -0.598 -1.184
H -0.681 0.497 -0.505
H -2.240 0.620 -2.746
H -1.077 1.612 -3.347
H -2.911 2.815 -2.063
H -2.272 1.849 -0.601
H -0.926 4.038 -2.258
H 1.445 2.023 -2.996
H 2.755 0.872 -2.260
H 2.239 2.823 -0.853
H 0.935 1.939 -0.393
H 0.240 -3.348 -1.035
H -0.741 -2.585 -1.981
O -0.643 -3.387 -1.440
H -1.496 -3.704 0.130
H -2.887 -3.531 0.447
O -2.093 -3.861 0.892
H 2.498 -0.131 0.939
H 1.235 -0.646 1.433
O 2.179 -0.821 1.555
H 3.304 -1.924 0.525
H 3.227 -3.159 -0.483
O 3.588 -2.277 -0.330
H -1.520 -0.143 1.872
H -0.836 1.304 1.940
O -0.912 0.463 1.422
H 0.211 2.998 2.901
H -1.033 3.361 1.842
O -0.663 2.829 2.558
H -1.648 -1.457 4.172
H -1.924 -1.975 2.808
O -1.307 -1.384 3.270
H 1.840 -2.855 1.763
H 0.470 -3.387 2.064
O 1.286 -3.650 1.610
*
```

Results
HOMO energy: -8.7 eV
SMILES string: NCCNCCC=O.O.O.O.O.O.O.O.O
Frontier orbital gap: 8.9977 eV

Mulliken analysis output, partial charges in e: -0.556 0.052 -0.671 -0.528 0.030 -0.514 -0.389 -0.402 0.221 0.248 0.142 0.315 0.475 0.424 0.172 0.289 0.211 0.393 0.263 -0.054 0.340 0.320 -0.729 0.418 0.287 -0.630 0.354 0.299 -0.766 0.352 0.298 -0.637 0.267 0.325 -0.608 0.298 0.381 -0.695 0.268 0.324 -0.588 0.342 0.294 -0.634

Going by the energies, A is most stable and the next is 0.0465 hartree up.